one) # C6H9N2O2

A 2-piece molecular cluster, C6H9N2O2 overall (ωB97M-V/def2-TZVPD, OMol25).

Values from the calculation:
Total charge = -1
Frontier orbital gap = 8.11 eV
2S+1 = 1

Last column: Mulliken charge in e.
Cartesian coordinates (Å):
C1 3.2773 -1.8952 1.3007  -1.17
C2 0.5462 -0.8252 -0.6958  0.05
C3 1.2829 -0.0682 1.1870  -0.72
C4 2.1078 -1.0602 0.7553  0.56
N1 0.3924 0.2438 0.1504  -0.03
N2 1.6391 -1.5231 -0.4985  -0.73
H1 -0.4581 0.8773 0.2035  0.45
H2 -0.2419 -0.7092 -1.4219  0.20
H3 1.1499 0.3515 2.1147  0.42
H4 4.2680 -1.6375 1.2066  0.29
H5 3.2905 -2.8442 0.8122  0.34
H6 3.0250 -2.0539 2.2847  0.31
C5 -3.1078 1.2797 -1.6578  -0.65
C6 -2.6191 2.0550 -0.3949  0.53
O1 -1.8230 1.4630 0.3828  -0.77
O2 -3.1173 3.0849 0.0219  -0.69
H7 -3.6746 1.9156 -2.3748  0.28
H8 -3.7843 0.5578 -1.3153  0.20
H9 -2.1531 0.7879 -2.0608  0.13

two) # C6H9N2O2

A 2-piece molecular cluster, C6H9N2O2 overall (ωB97M-V/def2-TZVPD, OMol25).

Values from the calculation:
Total charge = -1
Frontier orbital gap = 6.93 eV
2S+1 = 1

Last column: Mulliken charge in e.
Cartesian coordinates (Å):
C1 -0.4260 -2.1214 1.1195  -0.91
C2 0.7805 -1.2443 0.8636  0.68
C3 2.5892 -0.5647 -0.2797  -0.20
C4 1.1749 -0.0843 1.4110  -0.66
N1 1.6681 -1.5911 -0.2531  -0.65
N2 2.4031 0.2140 0.7892  -0.11
H1 3.5699 -0.6190 -0.7726  0.35
H2 -0.5515 -2.1820 2.1945  0.31
H3 -0.1338 -3.1556 0.7526  0.27
H4 2.8416 1.1563 0.7239  0.27
H5 0.6462 0.4228 2.1530  0.43
H6 -1.3319 -1.7911 0.6582  0.22
C5 -1.8256 1.1073 -1.7711  -0.81
C6 -2.0065 2.3744 -0.7942  0.55
O1 -2.9365 2.2158 0.0156  -0.73
O2 -1.1664 3.2529 -0.9164  -0.70
H7 -2.1705 0.3411 -1.1903  0.16
H8 -0.7768 1.0915 -2.0328  0.21
H9 -2.3480 1.1772 -2.6710  0.32

Which structure wins on stability? one) wins.

one) # C9H14

A 2-piece molecular cluster, C9H14 overall (ωB97M-V/def2-TZVPD, OMol25).

Values from the calculation:
SMILES string = Cc1ccccc1.CC
Total charge = 0
Frontier orbital gap = 9.85 eV
2S+1 = 1

Last column: Mulliken charge in e.
Cartesian coordinates (Å):
C1 0.0912 0.6386 -2.3757  -0.24
C2 0.8196 -0.6684 -2.7743  -1.06
H1 -0.2761 1.1164 -3.2743  0.41
H2 -0.7498 0.3732 -1.7051  -0.22
H3 0.7492 1.3492 -1.7947  0.20
H4 1.1536 -1.0710 -1.8238  0.26
H5 1.6856 -0.4468 -3.3476  0.35
H6 0.1724 -1.4804 -3.0341  0.32
C3 -1.7261 -1.0432 0.1131  -1.68
C4 0.0049 -0.9904 1.9468  -0.60
C5 -0.5764 -0.4005 0.8453  0.81
C6 0.5497 -0.1543 2.8927  -0.30
C7 -0.1242 0.9395 0.5402  -0.30
C8 0.9787 1.1326 2.6383  -0.35
C9 0.7559 1.5974 1.3610  -0.71
H7 -0.1443 -2.1332 2.1484  0.25
H8 0.9053 -0.5248 3.9013  0.25
H9 -2.6132 -0.4596 0.1486  0.39
H10 -2.1234 -1.9767 0.4701  0.46
H11 -0.7306 1.4177 -0.3161  0.63
H12 1.5690 1.7629 3.3201  0.35
H13 1.1936 2.4648 1.0016  0.45
H14 -1.5645 -1.4429 -0.8818  0.31

two) # C9H14

A 2-piece molecular cluster, C9H14 overall (ωB97M-V/def2-TZVPD, OMol25).

Values from the calculation:
SMILES string = Cc1ccccc1.CC
Total charge = 0
Frontier orbital gap = 10.11 eV
2S+1 = 1

Last column: Mulliken charge in e.
Cartesian coordinates (Å):
C1 -2.6583 -1.4093 -0.4643  -0.79
C2 -1.9800 -2.1774 0.6672  -0.66
H1 -2.9158 -0.3976 -0.0958  0.20
H2 -2.0572 -1.4490 -1.3832  0.22
H3 -3.5849 -1.8679 -0.8230  0.38
H4 -0.9700 -1.7245 0.7642  0.08
H5 -2.4726 -2.0396 1.6560  0.25
H6 -1.9501 -3.2592 0.4918  0.33
C3 0.0008 1.8993 -1.6840  -1.31
C4 0.8156 1.2744 -0.5585  0.59
C5 0.2380 0.8896 0.6531  -0.40
C6 2.1926 1.1465 -0.6224  -0.14
C7 1.0137 0.1957 1.5809  -0.50
C8 3.0217 0.6224 0.3651  -0.70
C9 2.3875 0.0239 1.4214  -0.22
H7 0.4394 1.5456 -2.6448  0.35
H8 0.0719 2.9769 -1.6323  0.31
H9 -0.8417 1.0202 0.8059  0.42
H10 2.7388 1.6166 -1.4472  0.31
H11 0.4640 -0.2661 2.3836  0.39
H12 4.0912 0.3688 0.2240  0.29
H13 2.9916 -0.5366 2.1685  0.32
H14 -1.0360 1.5474 -1.8260  0.31

Which structure wins on stability? two) wins.